1.
{"formula": "C4H10O3", "method": "ωB97M-V/def2-TZVPD", "symbols": ["C", "C", "C", "C", "O", "H", "H", "H", "H", "H", "H", "O", "H", "H", "O", "H", "H"], "positions_angstrom": [[0.833, -0.591, 2.082], [-0.162, 0.236, 1.695], [-1.097, 0.176, 0.583], [-1.918, 1.199, 0.313], [-1.098, -0.896, -0.243], [0.618, -1.637, 2.297], [1.833, -0.248, 2.317], [-0.169, 1.234, 2.133], [-2.693, 1.079, -0.427], [-1.847, 2.143, 0.820], [-0.460, -1.593, -0.058], [0.703, 1.285, -2.104], [0.743, 1.013, -3.029], [-0.083, 0.809, -1.798], [1.819, -1.237, -1.172], [1.726, -0.285, -1.337], [2.744, -1.285, -0.907]], "forces_ev_per_a": [[-0.9, -0.6, 0.2], [1.2, 1.1, 0.0], [-0.5, -0.6, 0.9], [-0.2, -0.3, -0.1], [-0.7, -0.4, -0.5], [0.5, -0.3, -1.3], [-0.4, 0.4, 1.1], [0.6, 0.4, -0.7], [0.2, 0.1, -0.3], [0.0, 0.0, 0.4], [0.4, 0.4, 0.4], [-0.2, -0.4, -0.2], [0.2, 0.2, 0.0], [0.0, 0.2, 0.3], [0.4, 0.3, 0.1], [-0.4, 0.0, -0.1], [-0.1, -0.4, 0.0]], "homo_lumo_gap_ev": 8.457, "total_energy_ev": -10450.4237, "lumo_energy_ev": 0.235, "multiplicity": 1, "smiles": "C=CC(=C)O.O.O", "charge": 0, "de_lowest_kj_mol": 272.1, "homo_energy_ev": -8.222}

---

2.
{"formula": "C4H10O4", "method": "ωB97M-V/def2-TZVPD", "symbols": ["C", "C", "O", "C", "C", "O", "O", "H", "H", "H", "H", "H", "H", "H", "H", "O", "H", "H"], "positions_angstrom": [[-1.963, 1.027, 0.456], [-1.025, -0.211, 0.199], [-0.570, -0.131, -1.089], [-0.026, -0.087, 1.222], [0.803, -1.319, 1.321], [0.660, -2.338, 0.674], [1.554, -1.332, 2.506], [-2.315, 1.399, -0.559], [-1.505, 1.796, 0.934], [-2.877, 0.937, 1.059], [-1.582, -1.121, 0.254], [0.167, 0.570, -1.241], [0.651, 0.774, 1.081], [-0.443, -0.068, 2.219], [2.153, -2.028, 2.576], [1.927, 0.659, -3.555], [2.460, 0.000, -4.026], [1.931, 1.472, -4.032]], "forces_ev_per_a": [[-2.6, -1.6, -2.8], [-2.9, 2.8, -0.1], [2.7, 1.3, -2.2], [2.9, -0.8, 1.4], [0.4, -3.1, 1.1], [0.6, 1.5, 0.4], [-1.9, 3.0, -1.1], [0.4, -0.4, 1.2], [2.0, 2.4, 1.2], [0.1, -0.8, -0.1], [-0.3, -0.7, 0.2], [-1.9, -1.8, 0.6], [-0.5, -0.1, 0.1], [-0.4, 0.6, 0.3], [1.3, -2.2, -0.3], [0.0, -1.1, 0.7], [-0.3, 0.5, 0.0], [0.2, 0.6, -0.7]], "homo_lumo_gap_ev": 10.592, "total_energy_ev": -12499.4161, "lumo_energy_ev": 0.655, "multiplicity": 1, "smiles": "C[C@@H](O)CC(=O)O.O", "charge": 0, "de_lowest_kj_mol": 114.8, "homo_energy_ev": -9.937}

---

3.
{"formula": "C4H10O4", "method": "ωB97M-V/def2-TZVPD", "symbols": ["C", "C", "O", "O", "O", "H", "H", "H", "H", "H", "H", "C", "C", "O", "H", "H", "H", "H"], "positions_angstrom": [[-0.902, -0.900, -1.480], [-1.140, 0.281, -0.543], [-2.358, 0.866, -0.906], [-1.226, -0.158, 0.818], [-0.124, 1.207, -0.595], [-1.766, -1.560, -1.468], [-0.759, -0.515, -2.484], [-0.017, -1.443, -1.162], [-2.345, 1.790, -0.628], [-2.052, -0.643, 0.927], [0.164, 1.544, 0.433], [2.050, -0.902, 0.810], [2.021, 0.417, 0.768], [1.092, 1.241, 1.576], [1.194, -1.486, 1.109], [2.927, -1.429, 0.473], [2.826, 1.051, 0.431], [0.413, 0.637, 1.922]], "forces_ev_per_a": [[0.0, 0.4, 0.3], [0.2, 0.4, 0.0], [-0.4, -0.1, -0.1], [0.0, -0.1, 0.2], [0.2, 0.9, 2.2], [-0.1, 0.0, 0.0], [0.0, 0.0, -0.1], [0.0, 0.0, 0.0], [0.2, -0.1, 0.0], [0.0, 0.1, -0.1], [-0.8, -1.1, -3.2], [-0.3, 0.2, -0.3], [-0.4, 0.9, 2.7], [1.1, -1.3, -1.4], [0.0, 0.0, 0.4], [0.0, 0.0, -0.4], [-0.1, 0.0, -0.2], [0.1, -0.1, 0.1]], "homo_lumo_gap_ev": 10.320, "total_energy_ev": -12498.8545, "lumo_energy_ev": 0.684, "multiplicity": 1, "smiles": "CC(O)(O)O.C=CO", "charge": 0, "de_lowest_kj_mol": 169.0, "homo_energy_ev": -9.636}

---

4.
{"formula": "C4H10O4", "method": "ωB97M-V/def2-TZVPD", "symbols": ["C", "C", "O", "C", "C", "O", "O", "H", "H", "H", "H", "H", "H", "H", "H", "O", "H", "H"], "positions_angstrom": [[2.204, 0.710, -1.087], [0.821, 0.530, -0.594], [0.477, -0.883, -0.856], [0.716, 0.569, 0.924], [-0.413, -0.209, 1.648], [-0.426, -1.249, 2.315], [-1.569, 0.270, 1.063], [2.766, 0.716, 0.031], [2.524, 1.475, -1.598], [2.530, -0.116, -1.697], [0.097, 1.232, -1.033], [-0.138, -0.941, -1.699], [1.557, 0.438, 1.674], [0.443, 1.622, 1.190], [-2.310, -0.244, 0.825], [-1.437, 0.115, -2.397], [-2.085, -0.523, -2.453], [-1.719, 0.718, -1.600]], "forces_ev_per_a": [[1.6, -3.5, 5.9], [-1.5, -2.8, 0.0], [-1.7, 0.5, -2.4], [-0.3, 2.1, 4.5], [-1.3, -3.9, -1.9], [0.7, 3.5, -1.2], [1.3, 2.4, 0.1], [-0.3, -0.1, -3.6], [0.9, 4.9, -2.4], [0.0, -0.7, 0.3], [0.2, -0.4, 0.2], [1.9, 0.7, 2.5], [0.0, -0.4, -1.9], [0.2, -0.4, -0.2], [-0.9, -1.8, 0.6], [1.0, 4.0, 2.0], [-2.4, -2.2, -0.3], [0.8, -1.9, -2.2]], "homo_lumo_gap_ev": 10.272, "total_energy_ev": -12497.8076, "lumo_energy_ev": 0.154, "multiplicity": 1, "smiles": "C[C@@H](O)CC(=O)O.O", "charge": 0, "de_lowest_kj_mol": 270.0, "homo_energy_ev": -10.118}

---

5.
{"formula": "C4H10O4STb", "method": "ωB97M-V/def2-TZVPD", "symbols": ["C", "O", "C", "C", "C", "O", "S", "O", "O", "H", "H", "H", "H", "H", "H", "H", "H", "H", "H", "Tb"], "positions_angstrom": [[2.957, -0.838, 0.349], [2.315, 0.449, 0.662], [1.434, 0.915, -0.420], [-0.158, 0.597, -0.028], [-0.906, -0.366, -1.124], [-1.675, -1.483, -0.551], [-2.778, -0.970, 0.643], [-3.996, -1.967, 0.534], [-3.366, 0.618, 0.348], [3.340, -0.943, -0.752], [2.275, -1.776, 0.584], [3.919, -0.941, 1.047], [1.708, 0.498, -1.482], [1.547, 2.102, -0.471], [-0.150, 0.176, 1.065], [-0.708, 1.640, -0.048], [-1.603, 0.270, -1.817], [-0.054, -0.815, -1.825], [-2.904, 1.179, 1.063], [-1.196, 1.654, 2.224]], "forces_ev_per_a": [[1.6, -2.1, 0.4], [-1.5, -0.3, -2.5], [1.1, 1.2, 0.6], [0.1, 0.1, -0.9], [1.3, 1.6, -1.5], [-1.8, 1.9, 1.7], [-1.8, -2.3, -2.2], [2.8, 2.5, 0.1], [1.7, -1.5, 0.9], [-0.9, 0.6, 2.0], [1.1, 2.0, -0.4], [-2.3, 0.4, -1.5], [-0.6, 0.6, 2.1], [-0.2, -2.6, 0.1], [0.5, -0.4, -1.9], [0.6, -1.4, -0.2], [1.3, -1.2, 1.3], [-2.1, 0.4, 1.7], [-2.3, -1.2, -2.0], [1.5, 1.5, 2.2]], "homo_lumo_gap_ev": [5.406, 3.124], "total_energy_ev": -45726.9339, "lumo_energy_ev": [-14.763, -17.036], "multiplicity": 7, "charge": 3, "homo_energy_ev": [-20.169, -20.160]}

---

6.
{"formula": "C4H10O6", "method": "ωB97M-V/def2-TZVPD", "symbols": ["C", "C", "O", "C", "O", "C", "O", "H", "H", "H", "H", "H", "H", "H", "H", "O", "O", "O", "H", "H"], "positions_angstrom": [[-0.196, -2.845, 0.018], [-0.204, -1.643, -0.883], [-1.087, -1.923, -1.966], [-0.647, -0.412, -0.104], [-0.866, 0.601, -1.152], [-1.388, 1.777, -0.699], [-1.011, 2.830, -1.159], [0.455, -2.678, 0.884], [-1.209, -3.068, 0.381], [0.183, -3.718, -0.517], [0.817, -1.446, -1.257], [-1.125, -1.149, -2.551], [0.128, -0.073, 0.610], [-1.610, -0.559, 0.417], [-2.114, 1.638, 0.141], [3.276, 2.826, 1.718], [1.926, 3.229, 1.525], [1.051, 2.026, 1.393], [3.181, 2.216, 2.476], [0.441, 2.370, 0.726]], "forces_ev_per_a": [[0.1, -0.4, 0.4], [0.0, 0.1, -0.1], [0.2, 0.3, 0.1], [-0.6, 0.4, -0.7], [0.0, 0.6, 1.1], [1.0, 0.1, -0.5], [-0.9, -1.0, 0.7], [-0.1, 0.0, -0.1], [0.2, 0.1, -0.1], [-0.1, 0.1, 0.0], [-0.3, 0.0, 0.0], [0.1, -0.2, 0.3], [-0.3, -0.1, -0.4], [0.3, -0.2, -0.1], [0.3, 0.2, -0.5], [-1.3, -0.8, -0.2], [-0.3, -0.5, 0.3], [1.2, 0.8, 0.2], [0.2, 0.4, -0.1], [0.2, 0.2, -0.3]], "homo_lumo_gap_ev": 11.201, "total_energy_ev": -16589.1183, "lumo_energy_ev": 0.660, "multiplicity": 1, "smiles": "C[C@@H](O)COC=O.OOO", "charge": 0, "de_lowest_kj_mol": 649.6, "homo_energy_ev": -10.540}

---

7.
{"formula": "C4H10OS", "method": "ωB97M-V/def2-TZVPD", "symbols": ["C", "C", "O", "H", "H", "H", "H", "C", "S", "C", "H", "H", "H", "H", "H", "H"], "positions_angstrom": [[1.990, 0.878, 0.220], [1.154, 2.019, 0.698], [-0.048, 2.063, 0.617], [2.980, 0.891, 0.673], [2.112, 1.027, -0.859], [1.564, -0.122, 0.313], [1.690, 2.927, 1.041], [-1.673, -0.082, -1.148], [-1.030, -1.775, -1.253], [-0.870, -2.098, 0.517], [-2.371, 0.005, -0.317], [-2.201, 0.144, -2.072], [-0.848, 0.610, -1.044], [-1.820, -2.294, 0.998], [-0.212, -2.963, 0.614], [-0.417, -1.230, 1.001]], "forces_ev_per_a": [[0.4, -0.3, -0.3], [-0.4, 0.3, -0.3], [0.0, -0.1, 0.2], [0.0, 0.0, 0.0], [0.1, 0.1, 0.0], [-0.3, 0.2, 0.2], [0.2, -0.2, 0.1], [0.0, -0.3, -0.3], [-0.2, 0.1, 0.1], [0.4, 0.1, -0.2], [0.1, 0.1, 0.0], [0.0, -0.1, 0.0], [-0.1, 0.2, 0.2], [-0.2, -0.1, 0.0], [-0.1, 0.1, 0.2], [0.1, -0.1, 0.0]], "homo_lumo_gap_ev": 9.238, "total_energy_ev": -17192.2045, "lumo_energy_ev": 0.907, "multiplicity": 1, "smiles": "CC=O.CSC", "charge": 0, "de_lowest_kj_mol": 59.9, "homo_energy_ev": -8.330}

---

8.
{"formula": "C4H10OS", "method": "ωB97M-V/def2-TZVPD", "symbols": ["C", "C", "O", "H", "H", "H", "H", "C", "C", "S", "H", "H", "H", "H", "H", "H"], "positions_angstrom": [[0.560, 2.055, 1.618], [-0.609, 2.680, 1.454], [-1.712, 1.936, 0.865], [1.340, 2.663, 2.116], [0.761, 1.005, 1.289], [-0.583, 3.799, 1.404], [-2.192, 2.664, 0.377], [-0.301, -2.474, -1.051], [0.209, -1.162, -0.659], [2.070, -1.195, -0.996], [0.186, -3.310, -0.463], [0.004, -2.456, -2.113], [-1.406, -2.706, -1.250], [-0.228, -0.275, -1.103], [0.062, -1.065, 0.420], [1.840, -2.160, -1.908]], "forces_ev_per_a": [[0.1, 0.1, 0.4], [0.3, -1.3, -2.0], [0.9, 3.3, 0.2], [-0.3, -0.7, -0.6], [-0.3, 1.1, 0.7], [-0.9, -1.1, 0.6], [0.3, -1.5, 0.7], [-1.3, -2.3, -2.4], [0.9, 1.3, 2.1], [-1.2, 0.0, 0.1], [-0.6, 0.9, -0.9], [0.2, -1.2, 0.1], [1.2, 0.9, 1.3], [-0.1, -0.2, -0.4], [0.3, 0.4, 0.0], [0.6, 0.2, 0.1]], "homo_lumo_gap_ev": 9.823, "total_energy_ev": -17190.6496, "lumo_energy_ev": 0.773, "multiplicity": 1, "smiles": "C=CO.CCS", "charge": 0, "de_lowest_kj_mol": 209.9, "homo_energy_ev": -9.050}

---

9.
{"formula": "C4H10OS", "method": "ωB97M-V/def2-TZVPD", "symbols": ["C", "C", "O", "H", "H", "H", "H", "C", "S", "C", "H", "H", "H", "H", "H", "H"], "positions_angstrom": [[1.850, 2.767, 2.837], [2.347, 2.361, 1.491], [3.349, 1.689, 1.390], [2.541, 2.536, 3.636], [0.945, 2.176, 3.028], [1.432, 3.781, 2.846], [1.980, 2.765, 0.535], [-2.590, -1.477, -2.537], [-0.812, -1.392, -2.391], [-0.550, -2.510, -1.010], [-2.905, -1.538, -3.582], [-3.077, -0.614, -2.093], [-3.123, -2.286, -2.052], [-0.354, -3.523, -1.355], [0.326, -2.213, -0.461], [-1.359, -2.523, -0.281]], "forces_ev_per_a": [[-1.8, -0.1, -0.3], [2.1, 0.2, 0.0], [-0.2, -0.4, 0.0], [0.3, 0.2, -0.1], [0.0, -0.2, 0.0], [0.6, 0.0, 0.1], [-0.9, 0.1, 0.3], [-1.3, 0.3, -0.3], [0.0, -0.1, 0.2], [0.1, -0.5, 0.2], [0.3, 0.2, 0.0], [0.2, 0.4, -0.1], [0.6, -0.7, 0.2], [-0.2, -0.1, -0.1], [0.5, 0.3, 0.1], [-0.2, 0.1, -0.2]], "homo_lumo_gap_ev": 9.336, "total_energy_ev": -17191.8472, "lumo_energy_ev": 0.856, "multiplicity": 1, "smiles": "CC=O.CSC", "charge": 0, "de_lowest_kj_mol": 94.4, "homo_energy_ev": -8.481}

---

10.
{"formula": "C4H10OS", "method": "ωB97M-V/def2-TZVPD", "symbols": ["C", "C", "O", "H", "H", "H", "H", "C", "S", "C", "H", "H", "H", "H", "H", "H"], "positions_angstrom": [[0.155, -2.942, -3.092], [0.936, -3.255, -4.333], [2.090, -2.931, -4.443], [0.557, -3.358, -2.170], [-0.919, -3.150, -3.123], [0.132, -1.856, -3.006], [0.424, -3.805, -5.135], [0.936, 1.955, 2.626], [-0.535, 1.386, 3.447], [-1.668, 2.693, 3.028], [1.831, 1.467, 2.998], [1.079, 3.008, 2.881], [0.896, 1.872, 1.548], [-2.596, 2.557, 3.583], [-1.299, 3.707, 3.194], [-2.021, 2.652, 1.995]], "forces_ev_per_a": [[-1.1, 0.7, 0.2], [0.3, -0.2, 0.5], [0.0, -0.1, -0.2], [0.3, 0.0, -0.2], [0.2, -0.6, -0.3], [0.5, 0.2, 0.2], [-0.1, 0.0, -0.2], [0.5, 0.9, 0.0], [-0.1, -0.5, 0.5], [-0.9, 0.4, -0.7], [-0.1, -0.4, 0.1], [0.0, 0.1, -0.1], [-0.1, -0.2, -0.2], [0.2, 0.0, 0.4], [0.2, -0.2, 0.3], [0.4, -0.1, -0.2]], "homo_lumo_gap_ev": 9.410, "total_energy_ev": -17192.0150, "lumo_energy_ev": 0.877, "multiplicity": 1, "smiles": "CC=O.CSC", "charge": 0, "de_lowest_kj_mol": 78.2, "homo_energy_ev": -8.533}